# 1
Entry from the OMol25 dataset: the molecule C21H36N2O (ωB97M-V/def2-TZVPD).

Values from the calculation:
Net charge ... 0
Relative energy (zero: lowest compared OMol25 entry of this formula, charge and spin) ... 0.0 kJ/mol
Structure (SMILES) ... CCN1CCN(Cc2cc(C(C)(C)C)c(O)c(C(C)(C)C)c2)CC1
E_LUMO ... 0.694 eV
HOMO energy ... -8.1 eV
E_tot ... -27389.089 eV
Gap between HOMO and LUMO ... 8.8 eV

Positions of all 60 atoms, in Å:
C (-6.487496, -0.100633, -0.880519)
C (-5.129840, -0.036590, -1.591126)
N (-3.952716, -0.037467, -0.748748)
C (-3.759543, -1.244548, 0.027057)
C (-2.353161, -1.231721, 0.621678)
N (-2.212151, -0.073781, 1.482016)
C (-0.982529, -0.072489, 2.265983)
C (0.283680, -0.033390, 1.446576)
C (0.892780, -1.206605, 1.031792)
C (2.010383, -1.200377, 0.213056)
C (2.686589, -2.516337, -0.192098)
C (1.916757, -3.740607, 0.322442)
C (4.085248, -2.580938, 0.449833)
C (2.772396, -2.650405, -1.734956)
C (2.518648, 0.042465, -0.214430)
O (3.598255, 0.096373, -1.045342)
C (1.936350, 1.247336, 0.204880)
C (2.407272, 2.652764, -0.171596)
C (2.772121, 3.406125, 1.117688)
C (3.627761, 2.717755, -1.092154)
C (1.256774, 3.376008, -0.890718)
C (0.825725, 1.169894, 1.036844)
C (-2.412926, 1.134044, 0.706101)
C (-3.819903, 1.118266, 0.113292)
H (-6.619711, 0.754543, -0.222372)
H (-7.284595, -0.091824, -1.619521)
H (-6.573620, -1.011466, -0.293158)
H (-5.040356, -0.893208, -2.266623)
H (-5.087687, 0.873310, -2.197925)
H (-3.872874, -2.109307, -0.631289)
H (-4.485109, -1.328319, 0.854298)
H (-2.202399, -2.133243, 1.220788)
H (-1.618885, -1.223603, -0.201760)
H (-1.026947, 0.797939, 2.927212)
H (-0.999131, -0.974466, 2.885236)
H (0.470576, -2.136258, 1.372418)
H (0.911992, -3.774918, -0.092371)
H (2.442720, -4.643802, 0.017513)
H (1.857809, -3.746535, 1.407933)
H (4.599899, -3.486699, 0.133488)
H (4.710097, -1.727268, 0.199151)
H (3.986449, -2.604628, 1.533336)
H (2.099929, -1.952092, -2.230400)
H (2.475076, -3.651819, -2.038934)
H (3.783693, -2.502806, -2.115021)
H (3.818650, -0.793535, -1.335714)
H (3.571838, 2.885038, 1.639838)
H (1.925301, 3.491383, 1.792528)
H (3.115309, 4.410136, 0.876538)
H (3.429446, 2.237210, -2.044924)
H (3.872837, 3.762159, -1.281026)
H (4.490406, 2.242406, -0.636324)
H (0.977057, 2.830520, -1.789749)
H (1.570599, 4.376918, -1.179934)
H (0.376207, 3.466724, -0.261051)
H (0.359469, 2.078604, 1.383949)
H (-2.306605, 1.996853, 1.368444)
H (-1.682346, 1.221423, -0.115683)
H (-3.979015, 2.021771, -0.480139)
H (-4.546576, 1.103735, 0.943675)

Forces on the atoms, in the same order (eV/Å):
C 0.3 0.0 -0.1
C -0.2 0.0 0.0
N 0.1 0.0 0.1
C 0.2 -0.1 0.0
C -0.3 -0.1 0.0
N -0.1 0.0 0.0
C 0.0 0.0 0.0
C 0.0 0.1 0.1
C 0.1 0.2 0.0
C 0.0 -0.1 0.0
C 0.1 -0.1 0.1
C 0.1 0.2 0.0
C -0.1 0.0 0.0
C -0.1 0.0 0.1
C -0.4 0.0 0.3
O 0.2 -0.2 -0.1
C 0.2 -0.1 -0.2
C 0.1 0.2 -0.1
C -0.1 -0.1 -0.1
C 0.0 0.0 0.0
C 0.1 -0.1 0.1
C 0.0 -0.4 0.0
C -0.3 0.1 0.0
C 0.2 0.1 0.0
H -0.1 0.1 0.1
H -0.1 0.0 0.0
H -0.1 -0.1 0.1
H 0.0 0.1 -0.1
H 0.0 -0.1 -0.1
H 0.0 0.0 0.0
H 0.0 -0.1 0.0
H 0.0 0.0 0.0
H 0.0 -0.1 0.0
H 0.0 -0.1 0.0
H 0.0 0.1 0.0
H 0.0 -0.2 0.0
H -0.1 0.0 0.0
H 0.0 -0.1 0.0
H -0.1 0.0 0.1
H 0.1 -0.1 0.0
H 0.1 0.1 0.0
H 0.0 0.0 0.1
H 0.0 0.0 -0.1
H 0.1 -0.1 -0.1
H 0.1 0.0 -0.1
H 0.0 0.1 0.0
H 0.1 0.0 0.1
H -0.1 0.0 0.1
H 0.0 0.1 0.0
H 0.1 0.0 -0.1
H 0.0 0.1 0.0
H 0.1 0.0 0.0
H -0.1 0.0 -0.1
H 0.0 0.1 0.0
H -0.1 0.0 0.1
H 0.0 0.2 0.0
H 0.0 0.0 0.0
H 0.0 0.1 0.0
H 0.0 0.0 0.0
H 0.0 0.1 0.0

=====

# 2
Entry from the OMol25 dataset: a cluster of 3 separate species, C21H36N3O10S4 in total (ωB97M-V/def2-TZVPD).

Values from the calculation:
Net charge ... +1
E_LUMO ... -3.770 eV
HOMO energy ... -11.7 eV
E_tot ... -90637.647 eV
Gap between HOMO and LUMO ... 7.9 eV

Positions of all 74 atoms, in Å:
N (1.089604, 0.621539, 1.323041)
C (0.728183, 0.754609, 0.046618)
N (0.988837, -0.115897, -0.967839)
C (0.490750, -1.498046, -0.665014)
C (0.855462, -2.538477, -1.718734)
C (-0.280549, -3.049345, -2.608649)
S (-1.791961, -3.531156, -1.733978)
C (0.587741, 0.557606, -2.231953)
S (-1.164589, 0.352085, -2.795503)
C (0.722745, 2.016733, -1.775238)
C (2.190881, 2.470441, -1.782270)
C (2.375160, 3.957516, -1.555680)
O (2.074770, 4.481335, -0.535867)
O (2.982009, 4.651161, -2.561854)
N (0.096704, 1.827694, -0.462213)
O (-0.061611, 2.937872, 0.350276)
C (-1.354277, 2.851315, 0.966289)
O (-1.396246, 2.655748, 2.118109)
C (-2.516427, 3.000430, 0.079270)
C (-3.342758, 1.894371, -0.123820)
C (-4.443711, 1.965408, -0.966944)
C (-4.716552, 3.168225, -1.611922)
C (-3.922190, 4.290939, -1.395042)
C (-2.822856, 4.202307, -0.551341)
H (0.770265, -0.103715, 1.942252)
H (1.756003, 1.283412, 1.691007)
H (0.986821, -1.786557, 0.257733)
H (-0.573183, -1.456184, -0.439423)
H (1.605023, -2.096984, -2.374863)
H (1.330349, -3.388184, -1.241953)
H (-0.519485, -2.380292, -3.423906)
H (0.076127, -3.960122, -3.081286)
H (-2.575475, -2.464350, -1.945803)
H (1.241603, 0.308117, -3.053931)
H (-1.711773, -0.269501, -1.745706)
H (0.192783, 2.751322, -2.368192)
H (2.609056, 2.221740, -2.753494)
H (2.808199, 1.963361, -1.041679)
H (2.360078, 4.779966, -3.290627)
H (-3.104347, 0.967309, 0.382109)
H (-5.059886, 1.094731, -1.116880)
H (-5.561095, 3.208207, -2.281289)
H (-4.165489, 5.207093, -1.906615)
H (-2.218164, 5.084721, -0.394278)
O (-0.391233, -6.927229, -1.679250)
S (0.948833, -7.290999, -2.027991)
O (1.749110, -6.384990, -2.798134)
O (0.934895, -8.710906, -2.724212)
C (0.037666, -8.914050, -3.841380)
C (0.568129, -8.308426, -5.124687)
C (1.837330, -7.763066, -0.585034)
H (-0.951281, -8.527109, -3.593244)
H (-0.050912, -9.993055, -3.943653)
H (0.583821, -7.220294, -5.073185)
H (-0.063669, -8.601529, -5.962735)
H (1.587617, -8.642903, -5.314288)
H (1.241783, -8.479279, -0.026339)
H (2.001119, -6.863433, 0.003799)
H (2.788277, -8.193939, -0.886068)
O (1.938656, 4.613273, 7.780139)
S (0.581699, 4.736429, 7.347058)
O (-0.266384, 3.586463, 7.298039)
O (0.570423, 5.444233, 5.917947)
C (1.411650, 4.876712, 4.899167)
C (0.804697, 3.624927, 4.293526)
C (-0.221674, 6.017806, 8.242929)
H (2.406235, 4.683689, 5.304411)
H (1.515730, 5.649935, 4.140305)
H (0.774580, 2.813900, 5.021223)
H (1.395969, 3.297611, 3.435816)
H (-0.215893, 3.809266, 3.968903)
H (0.408900, 6.902156, 8.231577)
H (-0.357465, 5.659845, 9.260841)
H (-1.185135, 6.216462, 7.781601)

Forces on the atoms, in the same order (eV/Å):
N -0.2 -0.3 0.3
C -0.1 -0.5 -0.6
N -1.3 -0.4 0.1
C 1.0 -0.3 0.2
C -0.2 0.4 -0.4
C 0.0 -0.2 -0.1
S -0.1 -0.3 0.2
C -0.9 0.4 0.8
S 0.1 -0.2 -0.4
C 0.3 0.4 -0.9
C 0.2 0.0 0.0
C 0.0 0.1 0.0
O 0.0 0.2 0.6
O -0.2 0.0 -0.1
N 1.6 1.3 0.4
O 0.3 -0.1 -0.1
C -0.3 0.0 -0.6
O 0.1 -0.2 1.3
C -0.6 -0.1 -0.9
C 0.1 -0.1 0.1
C 0.5 0.5 0.1
C 0.0 -0.2 0.1
C -0.1 -0.6 0.0
C 0.1 0.2 -0.2
H 0.3 -0.3 -0.2
H -0.6 0.5 0.2
H 0.1 0.1 0.2
H -0.2 -0.1 -0.2
H 0.2 -0.1 0.0
H 0.0 -0.1 0.1
H -0.1 0.3 0.0
H 0.0 -0.2 0.0
H 0.2 0.1 -0.2
H 0.2 -0.2 -0.1
H 0.2 0.1 0.2
H -0.7 -0.3 -0.1
H 0.0 -0.1 -0.2
H 0.0 -0.1 0.1
H 0.2 0.0 -0.2
H -0.1 -0.1 0.1
H -0.1 -0.1 0.0
H -0.1 0.2 -0.1
H 0.1 0.2 0.1
H 0.1 0.0 0.1
O -0.1 0.3 -0.1
S 0.2 -0.5 0.1
O -0.1 0.3 0.0
O 0.1 0.1 0.1
C -0.3 -0.1 -0.5
C 0.1 0.2 0.1
C 0.0 0.0 0.0
H 0.1 0.1 0.1
H 0.1 0.0 0.2
H 0.0 0.0 0.0
H 0.0 -0.1 0.0
H 0.0 -0.1 0.0
H 0.0 0.0 0.0
H 0.0 0.0 0.0
H 0.0 0.0 0.0
O 0.1 -0.2 0.0
S -0.1 0.3 -0.1
O 0.1 -0.1 0.1
O -0.1 0.1 0.1
C 0.3 -0.3 -0.4
C 0.0 -0.1 0.3
C 0.0 0.1 0.0
H -0.1 0.0 0.1
H -0.1 0.1 0.1
H 0.0 0.0 0.0
H 0.0 0.1 0.0
H 0.0 0.0 -0.1
H 0.0 0.0 0.0
H 0.0 -0.1 0.0
H 0.0 0.0 0.0

=====

# 3
Entry from the OMol25 dataset: a structure of composition C21H36P2PbS (ωB97M-V/def2-TZVPD).

Values from the calculation:
Net charge ... +2
Relative energy (zero: lowest compared OMol25 entry of this formula, charge and spin) ... 265.5 kJ/mol
E_LUMO (alpha / beta) ... -8.531 / -9.951 eV
HOMO energy (alpha / beta) ... -14.3 / -13.8 eV
E_tot ... -57000.166 eV
Gap between HOMO and LUMO (alpha / beta) ... 5.7 / 3.8 eV

Positions of all 61 atoms, in Å:
P (1.523052, -0.610462, -2.362818)
P (-1.437590, -1.520852, -0.901304)
C (0.321948, -1.868170, -3.076898)
C (-1.134453, -1.568622, -2.718839)
H (0.557596, -2.900047, -2.779747)
H (0.486636, -1.759438, -4.145137)
H (-1.450801, -0.564664, -3.045381)
H (-1.853167, -2.287428, -3.128565)
C (-1.351506, -3.251134, -0.186298)
H (-1.367476, -3.134189, 0.922450)
H (-0.401229, -3.726673, -0.520688)
H (-2.239421, -3.819001, -0.531336)
C (-3.306059, -1.418105, -1.218410)
H (-3.611274, -2.128979, -2.000235)
H (-3.520906, -0.409304, -1.601703)
H (-3.936201, -1.595511, -0.333465)
C (3.099898, -0.391193, -3.360751)
H (4.050417, -0.536076, -2.815001)
H (3.018364, 0.652945, -3.728400)
H (3.148212, -1.025007, -4.257734)
C (0.671847, 0.833361, -3.212151)
H (-0.356606, 0.998284, -2.869031)
H (0.705696, 0.571141, -4.283751)
H (1.240770, 1.756312, -3.043312)
Pb (1.836575, -2.314849, -0.455848)
C (-3.751623, 1.228733, 0.595701)
C (-2.680632, 0.630517, 1.138563)
C (-1.299392, 1.138665, 1.426741)
C (-0.815862, 2.368142, 0.610525)
C (-1.043072, 2.443176, -0.877991)
C (-2.157981, 2.497264, -1.622960)
C (-3.478967, 3.105661, -1.237863)
C (-3.953458, 2.680921, 0.173306)
C (3.398476, -0.723857, 0.019079)
H (-4.654440, 0.589565, 0.494085)
H (-2.787080, -0.446830, 1.365961)
H (-0.569449, 0.315585, 1.263431)
H (-1.187711, 1.394118, 2.503405)
H (-1.113252, 3.270108, 1.154446)
H (0.280139, 2.344738, 0.707545)
H (-0.078571, 2.384257, -1.388539)
H (-2.191427, 2.011492, -2.600043)
H (-4.232135, 2.854867, -2.014273)
H (-3.423384, 4.208810, -1.153492)
H (-3.513693, 3.330367, 0.965836)
H (-5.057852, 2.819254, 0.151461)
H (3.852915, -1.184850, 0.902412)
H (2.817962, 0.123545, 0.396949)
H (4.142635, -0.352091, -0.701739)
S (1.410957, -2.042058, 2.441122)
C (2.475448, -1.257543, 3.516625)
C (2.137989, 0.063956, 3.944232)
C (2.918781, 0.726201, 4.895892)
C (4.065871, 0.121685, 5.438928)
C (4.424584, -1.161551, 5.001498)
C (3.653972, -1.850968, 4.060203)
H (1.250109, 0.519904, 3.488142)
H (2.608899, 1.719864, 5.226150)
H (4.619332, 0.621567, 6.239247)
H (5.310877, -1.630437, 5.431876)
H (3.926710, -2.845117, 3.697888)

Forces on the atoms, in the same order (eV/Å):
P -1.3 2.0 -2.4
P -2.7 -1.2 -0.8
C 0.3 -0.1 -0.8
C 1.2 0.5 0.3
H 0.0 0.2 -0.3
H -0.2 -0.4 -0.4
H 0.1 -0.5 -0.1
H 0.4 -0.1 0.0
C 0.3 0.4 -0.1
H 0.1 -0.3 -0.7
H -1.0 0.1 0.4
H 0.5 0.3 0.2
C 0.0 0.7 0.5
H 0.4 -0.1 0.3
H 0.1 -0.3 0.3
H 0.5 0.1 -0.2
C 0.1 -0.2 -0.3
H -0.7 0.1 -0.1
H 0.3 -0.6 0.4
H -0.2 0.0 0.3
C 0.0 0.0 0.5
H 0.5 -0.1 -0.2
H -0.1 0.2 0.4
H -0.1 -0.3 -0.1
Pb 1.2 -0.3 1.9
C -0.4 -0.2 -0.1
C -0.1 -0.7 -0.3
C 0.3 0.3 -0.2
C 0.6 0.9 0.7
C 0.5 -0.9 0.2
C -0.6 0.2 0.2
C -0.1 -0.6 0.4
C -0.7 -0.4 1.0
C 0.5 0.1 0.9
H 0.7 0.4 0.0
H -0.2 0.6 0.2
H -0.4 0.3 0.0
H -0.2 -0.1 -0.5
H -0.2 0.1 -0.2
H -0.3 0.2 0.2
H -0.5 -0.6 -0.2
H 0.6 0.9 -0.3
H 0.4 0.2 0.6
H 0.2 -0.5 -0.5
H -0.4 -0.3 -0.7
H 0.8 0.2 0.4
H 0.4 0.3 -0.3
H -0.1 -0.1 -0.1
H -0.4 -0.5 0.3
S 0.2 -0.1 0.1
C 0.1 0.6 0.1
C 0.3 0.4 0.4
C -0.7 0.0 -0.5
C -0.7 -0.2 -0.1
C -0.1 -0.6 -0.4
C 0.3 0.1 0.1
H 0.4 -0.1 0.4
H 0.2 -0.3 -0.1
H -0.1 -0.2 -0.4
H -0.3 0.0 -0.2
H 0.0 0.3 0.3

=====

no.,maximum force (eV Å⁻¹)
1,0.5
2,2.2
3,3.4